Entry 1:
128
Properties=species:S:1:pos:R:3 method="wB97M-V/def2-TZVPD" gap_ev=9.5308 spin_multiplicity=1 fmax_ev_per_a=1.9 e_tot_ha=-3543.6229
C -2.1645 -4.8983 2.7807
C -2.5481 -3.5299 2.2153
I -4.6620 -3.3414 2.6215
C -1.7700 -2.4187 2.9437
C -0.8129 -1.5655 2.0458
C 0.5177 -2.3596 2.0039
C 1.4411 -2.1482 3.1758
O 2.6000 -1.7995 3.0170
O 0.9327 -2.4309 4.4021
C -0.6431 -0.2343 2.8218
O -0.5589 -0.0652 4.0144
N -0.6624 0.8520 1.9302
C -0.5234 0.3048 0.5627
S -1.1012 1.6517 -0.5167
P 1.2831 0.3146 0.2096
O 1.6329 -0.0574 -1.1895
C -1.2916 -1.0373 0.6706
C -2.8132 -0.8122 0.4707
C -3.6168 -0.0589 1.5405
C -3.7919 1.4203 1.2236
N -3.6215 2.3140 2.2943
O -4.1099 1.8043 0.1035
B -0.9030 -1.9398 -0.6213
N -0.9515 -1.4649 -2.0029
O -0.5462 -3.2647 -0.4229
H -1.1004 -5.0596 2.6659
H -2.4441 -4.9259 3.8241
H -2.7370 -5.6664 2.2767
H -2.3749 -3.5278 1.1533
H -1.1191 -2.9519 3.6177
H -2.3938 -1.8176 3.5844
H 0.2883 -3.4169 1.9643
H 1.1033 -2.1741 1.1197
H 1.0482 -1.6530 4.9551
H -0.0030 1.5850 2.1582
H -0.4626 1.4432 -1.6808
H 1.6693 1.6484 0.4384
H 2.0401 -0.4510 1.1134
H -3.0013 -0.3032 -0.4643
H -3.2750 -1.7881 0.3635
H -3.2618 -0.1790 2.5541
H -4.6233 -0.4595 1.5313
H -3.3667 1.7870 3.1187
H -2.8290 2.9164 2.1101
H -1.8594 -1.1154 -2.2734
H -0.2331 -0.7777 -2.1943
H -1.1810 -3.8373 -0.8588
C -5.9420 2.4391 6.7611
C -5.8693 2.4092 5.2452
O -5.7677 1.0695 4.7586
H -5.0595 1.9659 7.1920
H -6.0072 3.4630 7.1315
H -6.8156 1.8880 7.1171
H -4.9891 2.9412 4.8902
H -6.7525 2.8834 4.8057
H -6.5516 0.5998 5.0527
C -1.1210 2.7557 -5.5315
C -1.1024 2.3963 -4.0595
O 0.2189 2.4459 -3.5198
H -0.4743 2.0819 -6.0930
H -2.1318 2.6933 -5.9375
H -0.7471 3.7685 -5.6901
H -1.4494 1.3749 -3.9005
H -1.7477 3.0688 -3.4829
H 0.5486 3.3428 -3.6231
C 2.9553 -2.8695 -3.6261
C 3.7657 -2.8897 -2.3421
O 4.0986 -1.5786 -1.9092
H 3.5107 -2.3609 -4.4148
H 2.7186 -3.8819 -3.9596
H 2.0195 -2.3259 -3.4783
H 4.7068 -3.4188 -2.4908
H 3.2075 -3.4058 -1.5508
H 3.2676 -1.1096 -1.7660
C 3.5511 2.1546 -3.6673
C 4.5237 3.2770 -3.9715
O 4.8244 3.3603 -5.3668
H 3.9566 1.1976 -3.9959
H 3.3430 2.0953 -2.5979
H 2.6069 2.3025 -4.1924
H 5.4704 3.1139 -3.4581
H 4.1146 4.2343 -3.6345
H 4.0004 3.5169 -5.8347
C 7.1599 7.4054 -2.0588
C 6.3407 6.2015 -1.6321
O 5.0263 6.2302 -2.1837
H 6.6642 8.3277 -1.7554
H 8.1560 7.3800 -1.6151
H 7.2678 7.4320 -3.1453
H 6.2199 6.1858 -0.5499
H 6.8406 5.2742 -1.9331
H 5.1137 6.2301 -3.1407
C 3.3691 -4.8212 5.2547
C 2.6251 -5.1318 6.5391
O 2.8869 -6.4552 7.0038
H 3.0943 -5.5336 4.4756
H 3.1435 -3.8139 4.9059
H 4.4489 -4.9012 5.4022
H 1.5497 -5.0682 6.3823
H 2.8980 -4.4141 7.3208
H 3.8311 -6.5285 7.1612
C 4.5524 3.7544 0.0733
C 4.0251 3.6368 1.4932
O 4.3632 2.3740 2.0667
H 4.1517 2.9521 -0.5480
H 4.2804 4.7122 -0.3743
H 5.6410 3.6640 0.0595
H 2.9376 3.7090 1.5020
H 4.4258 4.4388 2.1220
H 5.3208 2.3053 2.0699
C -7.9141 -6.8217 1.9920
C -7.7408 -7.2224 3.4460
O -6.3959 -7.0552 3.8844
H -7.2524 -7.4100 1.3562
H -8.9431 -6.9721 1.6621
H -7.6562 -5.7695 1.8486
H -7.9809 -8.2752 3.5837
H -8.4087 -6.6358 4.0865
H -6.1702 -6.1270 3.7827
C -0.4253 2.7800 -10.5226
C -0.4220 2.7796 -9.0053
O -0.0411 4.0488 -8.4761
H 0.5612 3.0440 -10.9033
H -0.7021 1.8007 -10.9150
H -1.1339 3.5174 -10.9068
H 0.2963 2.0537 -8.6280
H -1.4117 2.5106 -8.6205
H -0.6732 4.6993 -8.7914

---

Entry 2:
122
Properties=species:S:1:pos:R:3 method="wB97M-V/def2-TZVPD" gap_ev=6.8658 total_charge=+1 spin_multiplicity=1 fmax_ev_per_a=4.0 e_tot_ha=-2933.0284
Ca -15.8797 -31.6362 30.7550
C -18.7569 -28.4610 30.7151
C -17.7310 -29.6263 30.5273
O -17.0292 -29.8316 29.5298
O -17.7651 -30.5264 31.3954
H -19.6021 -28.6637 31.3730
H -19.0664 -28.2327 29.6952
H -18.3856 -27.4969 31.0625
C -16.4450 -26.5250 27.8624
O -16.6302 -27.8386 27.4768
H -15.3803 -26.3411 27.7190
H -16.8236 -25.8314 27.1116
H -16.8828 -26.1792 28.7988
H -16.6433 -28.4504 28.2165
C -22.0828 -25.8108 31.9776
O -22.4939 -25.8604 30.5960
C -22.1827 -27.0128 29.8500
C -23.2550 -28.1385 29.9660
N -24.1492 -27.8104 28.8827
C -25.0321 -28.8042 28.4400
C -24.6007 -29.6074 27.2192
O -24.7023 -28.8561 26.0216
C -23.8612 -29.3311 24.9568
H -22.5873 -25.0278 32.5437
H -21.0370 -25.5166 31.8886
H -22.2847 -26.8030 32.3813
H -21.2285 -27.4670 30.1174
H -22.0246 -26.7220 28.8114
H -23.7653 -27.9777 30.9157
H -22.8623 -29.1550 29.9922
H -23.5522 -27.5445 28.1126
H -25.8728 -28.2132 28.0768
H -25.4440 -29.4010 29.2538
H -25.1018 -30.5741 27.1694
H -23.5864 -29.9041 27.4861
H -24.0651 -28.6521 24.1289
H -24.0072 -30.3668 24.6502
H -22.8248 -29.1328 25.2300
C -13.9835 -28.7792 29.9815
O -13.8989 -30.1936 30.0260
C -12.6314 -30.7230 29.5736
C -12.3611 -32.1060 30.1977
N -13.6705 -32.8056 30.1466
C -13.5785 -34.0013 31.0716
C -14.8773 -34.7486 31.1977
O -15.9253 -33.8143 31.5908
C -17.0617 -34.4009 32.2014
H -13.1802 -28.4360 30.6335
H -14.9348 -28.4423 30.3934
H -14.0320 -28.6398 28.9016
H -11.8952 -30.1608 30.1481
H -12.3514 -30.4189 28.5650
H -12.1065 -32.0180 31.2539
H -11.5035 -32.6060 29.7476
H -13.5361 -33.1855 29.2205
H -13.1845 -33.7837 32.0643
H -12.8961 -34.7376 30.6469
H -14.7648 -35.6037 31.8642
H -15.2102 -35.1257 30.2307
H -17.7646 -35.0668 31.7008
H -17.7700 -33.6192 32.4757
H -16.7074 -34.9382 33.0811
C -26.9144 -31.9524 29.8096
O -25.7131 -32.6034 29.5048
C -25.7587 -33.2866 28.2568
C -24.3255 -33.9345 28.2177
N -23.1853 -32.9847 28.2310
C -21.9168 -33.6709 28.0485
C -20.7734 -32.6589 27.9840
O -20.9570 -31.5933 28.9099
C -20.9714 -31.9837 30.2600
H -27.7418 -32.6537 29.9171
H -27.1822 -31.1906 29.0775
H -26.8209 -31.4101 30.7504
H -26.0435 -32.6992 27.3840
H -26.5582 -34.0161 28.3858
H -24.3831 -34.5912 27.3497
H -24.3237 -34.5280 29.1319
H -23.2447 -32.5767 29.1530
H -21.8640 -34.2567 27.1308
H -21.8327 -34.3847 28.8680
H -20.8025 -32.2716 26.9656
H -19.8600 -33.1898 28.2524
H -20.0504 -32.5463 30.4124
H -21.6410 -32.7706 30.6071
H -21.0221 -31.0844 30.8739
C -16.6751 -26.8511 33.3857
C -15.6543 -25.8266 34.0082
C -15.0388 -26.4453 35.3258
O -14.6557 -25.6548 33.1115
H -17.2426 -27.2198 34.2402
H -16.2448 -27.7612 32.9677
H -17.2272 -26.3760 32.5748
H -16.0700 -24.8462 34.2410
H -14.8871 -27.5246 35.3102
H -15.7289 -26.3604 36.1652
H -14.1159 -25.9151 35.5605
H -14.0277 -26.3810 33.1096
C -18.7098 -29.8833 35.1644
C -19.7444 -30.9650 34.7954
C -20.9321 -30.4011 33.9746
O -19.1072 -31.8754 33.9294
H -18.5093 -29.1685 34.3663
H -17.7314 -30.2215 35.5058
H -18.9750 -29.3807 36.0945
H -20.1912 -31.4327 35.6727
H -21.4346 -31.1803 33.4014
H -20.5955 -29.6324 33.2790
H -21.7511 -30.0258 34.5882
H -18.6910 -31.4297 33.1880
C -16.7103 -31.7954 26.2583
C -16.9971 -32.5515 27.6173
C -17.2636 -33.9748 27.4233
O -15.7799 -32.6176 28.2676
H -15.7756 -32.0384 25.7529
H -16.8727 -30.7253 26.3876
H -17.4218 -32.0737 25.4809
H -17.7718 -32.0677 28.2121
H -17.2083 -34.5723 28.3332
H -16.7025 -34.3636 26.5735
H -18.3085 -34.1722 27.1840
H -15.0910 -32.7710 27.6169

---

Entry 3:
126
Properties=species:S:1:pos:R:3 method="wB97M-V/def2-TZVPD" gap_ev=8.8905 smiles=COCCNCCOC.COCCNCCOC.COCCNCCOC.COCCNCCOC.OCCO.OCCO.OCCO de_lowest_kj_mol=144.36 spin_multiplicity=1 fmax_ev_per_a=2.6 e_tot_ha=-2461.8825
C 1.7310 -7.1087 0.7869
O 1.3548 -6.6244 2.0474
C 1.1616 -5.2111 2.0376
C 1.4995 -4.6216 3.4191
N 0.7891 -3.3734 3.6678
C 1.5197 -2.5122 4.5825
C 0.6626 -1.2929 5.0072
O 0.8121 -0.2122 4.1128
C -0.0080 0.8838 4.4788
H 2.6239 -6.6291 0.3841
H 0.8499 -7.0093 0.1294
H 1.7876 -8.1978 0.7149
H 0.1307 -4.9733 1.7655
H 1.8849 -4.8176 1.3200
H 2.5765 -4.4368 3.3129
H 1.3118 -5.2920 4.2583
H 0.5194 -2.9101 2.8054
H 2.4215 -2.0502 4.1623
H 1.7631 -3.0751 5.4829
H 0.9083 -0.9239 6.0111
H -0.3723 -1.6261 5.1515
H 0.3252 1.5178 5.3030
H -1.0068 0.4575 4.6182
H -0.1787 1.6185 3.6851
C -6.0324 2.8348 -1.4912
O -5.3185 1.6353 -1.2789
C -4.0064 1.6118 -1.8028
C -3.5337 0.1657 -1.7772
N -4.4622 -0.7297 -2.5135
C -3.9995 -1.0665 -3.8697
C -4.1789 0.0181 -4.9115
O -2.9048 0.6104 -5.1339
C -2.9383 1.9292 -5.6158
H -5.4948 3.6960 -1.0913
H -7.0534 2.7215 -1.1366
H -6.1573 2.9916 -2.5719
H -3.3034 2.1625 -1.1637
H -4.0588 2.0524 -2.8042
H -3.5621 -0.2074 -0.7494
H -2.4881 0.1096 -2.0799
H -5.3477 -0.2389 -2.5056
H -4.5738 -1.9342 -4.2138
H -2.9780 -1.4447 -3.9050
H -4.9620 0.6635 -4.5002
H -4.5760 -0.4264 -5.8305
H -3.2954 1.9163 -6.6549
H -1.9077 2.2706 -5.7327
H -3.5210 2.5879 -4.9683
C 3.1602 -0.3401 -5.6051
O 3.9448 -0.5208 -4.4025
C 4.1693 0.6617 -3.6992
C 2.8335 1.1936 -3.0506
N 3.0787 2.4461 -2.3205
C 3.0488 3.5853 -3.2465
C 4.3615 4.3392 -3.0540
O 4.4970 4.8377 -1.7338
C 5.3308 4.1208 -0.8619
H 2.3092 0.3218 -5.4774
H 3.0026 -1.3335 -6.0085
H 3.8912 0.1917 -6.2310
H 4.6945 1.4490 -4.2573
H 4.8189 0.4201 -2.8573
H 2.5196 0.3194 -2.4825
H 2.0657 1.4953 -3.7661
H 2.4297 2.7244 -1.6037
H 2.1873 4.2209 -3.0322
H 2.9743 3.2725 -4.2920
H 4.5478 5.1094 -3.8155
H 5.2772 3.7704 -3.2685
H 6.4073 4.2580 -1.0202
H 5.1555 3.0420 -0.8772
H 5.0938 4.5106 0.1286
C -0.5867 3.1227 -3.0049
O 0.2222 3.1178 -1.8555
C -0.5890 2.9777 -0.6663
C 0.3644 3.0148 0.5238
N 1.2643 1.8983 0.5588
C 2.3139 2.0253 1.5696
C 3.3349 0.9253 1.6299
O 3.6691 0.4419 0.3507
C 4.9670 -0.0521 0.2629
H -0.0445 2.6798 -3.8420
H -0.9928 4.0777 -3.3564
H -1.4605 2.4772 -2.8556
H -1.0187 1.9785 -0.7507
H -1.2318 3.8590 -0.7061
H -0.1634 2.9073 1.4752
H 0.9964 3.9174 0.4500
H 1.7297 1.5605 -0.2718
H 1.8818 2.1583 2.5635
H 2.8487 2.9404 1.2584
H 2.9496 0.1829 2.3419
H 4.2076 1.3627 2.1283
H 5.7462 0.7108 0.3617
H 5.0954 -0.5888 -0.6789
H 5.2097 -0.8416 0.9893
C -2.9304 -4.3456 4.3733
C -2.3133 -4.8328 5.6973
O -1.4818 -3.8265 6.2341
O -1.9591 -4.4272 3.3370
H -3.2538 -3.3184 4.6039
H -3.8144 -4.8193 3.9460
H -1.6515 -5.6643 5.4391
H -3.1728 -5.2232 6.2445
H -0.8237 -3.6041 5.5633
H -1.1674 -3.9212 3.6005
C 0.8518 -1.3133 -0.4946
C 0.7138 -1.4322 1.0075
O -0.4262 -2.2828 1.2321
O -0.2746 -0.7276 -1.0974
H 0.8165 -2.3355 -0.8738
H 1.7870 -0.7718 -0.6643
H 0.6530 -0.4724 1.5306
H 1.5833 -1.8891 1.4902
H -1.1144 -1.9266 0.6543
H -0.5650 0.0843 -0.6636
C -4.5001 0.8377 2.6610
C -3.4352 1.8537 2.2574
O -2.3356 1.1659 1.6671
O -4.1630 0.2950 3.9366
H -4.6383 0.0195 1.9513
H -5.4625 1.3656 2.6757
H -3.1275 2.4428 3.1218
H -3.9155 2.4266 1.4649
H -1.9877 0.5364 2.3107
H -4.8181 -0.3519 4.2099